DFT (ωB97M-V/def2-TZVPD) results for a molecular structure, C8H12O4.

```
24
Properties=species:S:1:pos:R:3:forces:R:3:mulliken_charge:R:1
C 0.37203 -1.85777 -1.29389 -2.65 2.94 2.77 -0.3401
C 0.05177 -0.38325 -1.68988 2.44 -0.83 -0.97 -2.2177
C -0.04478 0.72759 -0.75786 -1.56 3.50 3.98 2.3508
C -1.39998 0.82083 0.18526 -1.19 -2.45 -3.63 -0.8767
C -1.65058 -0.08838 1.43059 1.28 0.28 -2.82 0.3432
C -0.21214 -0.24453 1.99962 -5.16 -2.35 1.59 -0.6339
C 0.85337 0.14101 1.44675 8.32 -0.64 -1.36 -0.0290
C 1.03892 0.89119 0.17585 0.54 -1.26 1.38 -0.1469
H 2.31597 -1.24484 -0.78849 -3.25 -2.35 2.00 0.3863
H 0.19422 -2.49838 -2.14345 2.02 -0.56 -0.56 0.3937
H -0.61752 -2.14248 -0.79514 1.76 0.08 0.71 0.1302
H 0.72954 0.06779 -2.39936 1.32 -0.48 -0.35 0.4985
H -0.77044 -0.12892 -2.24107 -3.05 -0.95 -1.81 0.7868
H 0.91983 2.67815 -0.72599 -3.14 -3.65 -3.04 0.4940
H -1.46497 1.89428 0.46626 -0.60 -0.73 -0.68 0.2664
H -2.13856 0.27595 -0.77506 1.03 2.54 2.93 0.0755
H -2.47416 0.32524 1.95320 0.06 1.11 1.44 0.3380
H -2.74510 -1.36052 -0.00012 2.62 0.32 5.26 0.3833
H -0.09092 -1.03213 2.71271 -0.21 -0.14 0.80 0.3467
H 1.91875 -0.48516 1.75697 -3.05 2.38 -0.42 0.1115
O 1.50117 -1.78356 -0.25915 1.38 0.90 -4.96 -0.5553
O 0.06171 1.97295 -1.39802 0.19 2.73 -0.28 -0.8516
O -2.21267 -1.38013 1.10602 -1.39 -0.38 -4.76 -0.6132
O 1.92125 1.64211 -0.19872 2.29 0.01 2.77 -0.6403
```
Forces are in eV/Å.

Output
**Multiplicity**: 1
**HOMO energy**: -0.3519 Ha
**HOMO-LUMO gap**: 9.474 eV
**LUMO**: -0.10 eV
**Total charge**: 0

=====

DFT (ωB97M-V/def2-TZVPD) results for a single C8H12OS molecule.

```
22
Properties=species:S:1:pos:R:3:forces:R:3:mulliken_charge:R:1
C -0.98640 0.38552 -0.33659 1.32 -0.08 0.08 -0.4642
C 0.21812 0.71046 -0.37190 -1.55 -0.15 -0.08 0.1736
C -2.14320 -0.42462 -0.07364 -0.72 0.45 -0.27 1.5695
C 1.49731 1.10470 -0.34966 0.43 0.03 0.08 0.1490
C -2.39568 -0.69698 1.39862 -0.10 0.17 0.06 -1.4471
C -2.24669 -1.64631 -0.96866 -0.05 0.11 -0.02 -1.5077
C 2.44979 0.76126 -1.44665 -0.08 0.01 -0.06 -1.2699
C 2.04833 1.76956 0.86805 -0.12 0.10 0.02 -1.2654
O -4.00346 1.53128 0.47490 -0.39 0.49 0.50 -0.4788
S -3.40914 0.89303 -0.71206 0.77 -0.88 -0.22 0.3012
H -1.46133 -0.82372 1.94252 0.06 -0.05 -0.07 0.3183
H -2.93152 0.14986 1.83278 0.05 -0.07 0.10 0.4103
H -3.00091 -1.59249 1.51699 -0.09 -0.04 0.02 0.3334
H -3.19311 -2.15426 -0.79351 -0.05 -0.05 0.02 0.4412
H -2.19591 -1.35914 -2.01612 0.07 -0.03 -0.14 0.3711
H -1.42634 -2.32878 -0.75415 0.07 -0.07 -0.02 0.3625
H 3.22532 1.52090 -1.51786 0.10 0.05 -0.08 0.3538
H 2.93922 -0.19171 -1.22852 0.07 -0.03 -0.04 0.2913
H 1.94050 0.67306 -2.40363 0.03 -0.04 -0.05 0.3521
H 2.82432 1.14900 1.31856 0.09 -0.03 0.07 0.3111
H 2.50725 2.72368 0.60469 0.06 0.08 0.02 0.3450
H 1.26267 1.94429 1.59816 0.05 0.04 0.09 0.3496
```
Forces are in eV/Å.

Output
**Multiplicity**: 1
**HOMO energy (spin up / spin down)**: -0.3055 / -0.2700 Ha
**HOMO-LUMO gap (spin up / spin down)**: 7.979 / 6.778 eV
**LUMO (spin up / spin down)**: -0.33 / -0.57 eV
**Total charge**: 0

=====

DFT (ωB97M-V/def2-TZVPD) results for 2 unconnected molecules or ions with the total composition C8H12S.

```
21
Properties=species:S:1:pos:R:3:forces:R:3:mulliken_charge:R:1
C 1.29815 1.39170 -0.91953 0.06 0.21 -0.15 -0.4698
C 1.47354 0.77910 0.32185 0.16 -0.03 0.07 -0.3101
C 1.32717 -0.60314 0.44465 0.31 -0.06 0.02 -0.3652
C 1.00543 -1.37276 -0.67392 0.22 -0.18 -0.12 -0.2563
C 0.83005 -0.76016 -1.91531 0.13 -0.17 -0.09 -0.4357
C 0.97642 0.62207 -2.03811 0.11 0.15 -0.19 -0.3699
H 1.41333 2.47936 -1.01615 -0.06 -0.52 0.04 0.3441
H 1.72671 1.38471 1.20205 -0.09 -0.27 -0.43 0.4487
H 1.46518 -1.08519 1.42148 -0.10 0.22 -0.50 0.3663
H 0.89026 -2.46043 -0.57730 0.02 0.56 -0.02 0.3354
H 0.57687 -1.36576 -2.79551 0.11 0.29 0.42 0.3490
H 0.83841 1.10413 -3.01493 0.06 -0.23 0.48 0.3380
C -1.86991 -0.16811 -0.24791 -0.11 0.35 -0.40 -0.5886
S -1.74008 -1.19106 1.22804 -0.21 0.17 0.10 -0.0999
C -1.21117 0.08730 2.38034 0.10 0.31 0.42 -0.5230
H -2.19492 -0.81198 -1.08242 0.14 0.25 0.37 0.2675
H -0.89961 0.28569 -0.51094 -0.68 -0.27 0.25 0.0421
H -2.61115 0.63801 -0.11620 0.18 -0.36 0.03 0.3850
H -0.25221 0.53670 2.07204 -0.49 -0.23 0.14 -0.0510
H -1.96375 0.88902 2.46678 0.23 -0.35 -0.04 0.2891
H -1.07872 -0.37920 3.37101 -0.09 0.17 -0.41 0.3044
```
Forces are in eV/Å.

Output
**Multiplicity**: 1
**HOMO energy**: -0.3000 Ha
**HOMO-LUMO gap**: 9.127 eV
**LUMO**: 0.96 eV
**Total charge**: 0

=====

DFT (ωB97M-V/def2-TZVPD) results for a molecular structure, C8H13AlBrF5INO6PS.

```
38
Properties=species:S:1:pos:R:3:forces:R:3:mulliken_charge:R:1
C -4.32941 2.06919 0.27744 -0.15 -0.22 -0.30 -1.2649
S -3.37976 0.72138 0.97505 -0.34 -0.16 0.26 1.5112
O -3.85586 -0.47919 0.35709 0.05 -0.31 -0.27 -0.6290
O -3.50122 0.79793 2.40236 0.03 0.16 0.25 -0.7131
C -1.57054 0.99032 0.58823 0.35 -0.50 -0.15 0.3336
P -1.05576 2.78957 1.04794 -0.08 0.05 0.24 0.0352
O -2.26926 3.14240 2.11951 0.34 -0.22 -0.19 -0.4826
Br 0.60220 2.33670 2.50538 -0.14 0.05 -0.21 -0.2726
O -0.98177 0.03196 1.35489 0.10 -0.08 -0.49 -0.4438
Al -0.32133 -1.30873 0.34421 0.14 -0.47 0.62 -0.1136
I -1.84210 -3.40587 0.57425 0.21 0.09 -0.17 -0.4068
C 1.45305 -1.82672 1.05296 -0.30 0.24 -0.38 -0.8749
C 2.47821 -0.68569 1.09124 -0.32 -0.13 -0.49 -0.0207
C 3.40851 -0.54329 -0.11788 0.14 0.10 0.46 -1.1473
C 4.03748 -1.80642 -0.64914 0.08 -0.06 0.06 0.9073
F 4.29238 -2.69906 0.34761 0.00 0.19 -0.21 -0.2984
F 5.26008 -1.50409 -1.19405 -0.11 -0.08 -0.01 -0.3539
C 3.21895 -2.53950 -1.77186 -0.27 -0.63 -0.39 0.5848
F 3.02800 -3.85130 -1.46025 0.13 1.13 -0.45 -0.2523
F 3.88841 -2.48347 -2.95718 -0.63 -0.15 0.77 -0.2969
F 2.01040 -1.96957 -1.96112 0.84 -0.49 0.02 -0.1556
O -0.44996 -0.39246 -1.18037 -0.90 0.05 1.14 -0.4026
C -1.21704 0.73495 -0.96952 0.89 0.00 -0.57 0.7901
N -2.38871 0.64517 -1.80632 0.09 0.58 -0.18 -0.5986
O -0.38503 1.84766 -1.35549 -0.39 0.31 0.58 -0.5996
H -5.03382 2.35099 1.04354 -0.07 0.26 0.33 0.4327
H -3.72204 2.90361 -0.03320 0.24 0.29 0.07 0.3140
H -4.87735 1.69447 -0.57411 0.01 -0.25 -0.25 0.3895
H -2.43604 4.07042 1.98314 -0.19 0.62 0.19 0.3468
H 1.80013 -2.71104 0.53144 0.23 -0.24 0.01 0.4001
H 1.27409 -2.15327 2.07206 -0.18 -0.14 0.26 0.4526
H 1.92232 0.24219 1.12650 0.04 0.39 0.17 -0.2105
H 3.07830 -0.69768 1.99216 0.25 -0.22 0.25 0.4439
H 2.92938 0.00930 -0.91285 -0.22 -0.09 -0.40 0.3457
H 4.25306 0.06364 0.18795 0.26 0.17 0.05 0.4375
H -2.64137 1.55905 -2.16369 -0.16 0.06 0.04 0.2426
H -2.12530 0.06122 -2.58459 -0.12 -0.30 -0.17 0.2711
H -0.55126 1.99525 -2.28333 0.17 0.00 -0.48 0.2993
```
Forces are in eV/Å.

Output
**Multiplicity**: 1
**HOMO energy**: -0.1968 Ha
**HOMO-LUMO gap**: 7.786 eV
**LUMO**: 2.43 eV
**Total charge**: -1

=====

Ordered F_max results: 8.5, 1.6, 0.8, 1.5; unit eV Å⁻¹.